P | A single C3H3NOS molecule, computed with the ωB97M-V functional and the def2-TZVPD basis.

The geometry in XYZ format:
```
9
Properties=species:S:1:pos:R:3
C -0.22684 0.03126 0.00502
C 1.79283 0.71542 -0.00161
C 1.89280 -0.60386 0.01491
H -2.11597 1.22248 0.35488
H 2.60531 1.43836 -0.18149
H 2.62980 -1.28060 -0.04509
N 0.44326 1.15073 0.00671
O 0.55587 -1.10981 0.03057
S -1.96385 -0.08836 -0.03311
```

Results
E_LUMO = 0.7 eV
HOMO level = -9.0 eV
SMILES string = Sc1ncco1
spin multiplicity = 1
HOMO-LUMO gap = 9.710 eV

Q | 2 unconnected molecules or ions with the total composition C3H3NOS, computed with the ωB97M-V functional and the def2-TZVPD basis.

The geometry in XYZ format:
```
9
Properties=species:S:1:pos:R:3
C 0.10548 -0.89176 0.94689
C -2.63563 0.69496 -0.30094
C 2.14229 -0.02892 -0.13909
N 1.07535 -0.56478 0.30985
O -2.97736 0.40160 0.76621
S -2.14094 1.18191 -1.66682
H -0.75355 -1.44889 0.44932
H 3.14231 -0.35323 -0.01606
H 2.04206 1.00912 -0.34937
```

Results
E_LUMO = 0.6 eV
HOMO level = -8.2 eV
spin multiplicity = 1
HOMO-LUMO gap = 8.825 eV

R | A single C3H3NOS molecule, computed with the ωB97M-V functional and the def2-TZVPD basis.

The geometry in XYZ format:
```
9
Properties=species:S:1:pos:R:3
C -1.69700 0.03045 0.01152
C 1.00868 0.07984 -0.04853
C 2.43838 -0.34754 -0.05568
H -2.42320 -0.76866 0.29914
H -1.39150 0.75213 0.95824
H -2.01702 0.69898 -0.83279
N 3.59880 -0.62690 -0.01783
O 0.82123 1.25071 -0.16694
S -0.33837 -1.06901 -0.14712
```

Results
E_LUMO = -0.4 eV
HOMO level = -10.3 eV
SMILES string = CSC(=O)C#N
spin multiplicity = 1
HOMO-LUMO gap = 9.816 eV

Tell me which of them is the most stable. Sure, it is P.

P | A single C3H3NOS molecule, computed with the ωB97M-V functional and the def2-TZVPD basis.

The geometry in XYZ format:
```
9
Properties=species:S:1:pos:R:3
C -0.15076 -0.37452 -0.30365
C 1.15074 1.71763 -0.18338
C -0.85974 -1.20570 0.36781
N -1.66516 -1.99971 0.65417
O 1.82425 2.37035 -0.86594
S 1.34001 0.09573 0.44179
H -0.68499 0.38085 -1.01755
H 0.26227 1.94378 0.33394
H -1.21661 -2.92841 0.57281
```

Results
E_LUMO = 0.3 eV
HOMO level = -8.4 eV
SMILES string = N=C=CSC=O
spin multiplicity = 1
HOMO-LUMO gap = 8.758 eV

Q | 2 unconnected molecules or ions with the total composition C3H3NOS, computed with the ωB97M-V functional and the def2-TZVPD basis.

The geometry in XYZ format:
```
9
Properties=species:S:1:pos:R:3
C -0.16872 0.04222 0.20844
C -1.60564 -0.05720 -0.03179
C -2.77162 -0.03678 -0.11525
H 2.23848 -0.54481 0.70349
H -0.10038 -2.07977 -0.05007
H -3.76374 -0.29496 0.07613
N 0.36208 -1.13834 0.23329
O 1.58586 -1.35268 -0.26704
S 0.85500 1.37625 -0.03717
```

Results
E_LUMO = -0.3 eV
HOMO level = -8.9 eV
spin multiplicity = 1
HOMO-LUMO gap = 8.570 eV

Tell me which of them is the most stable. Sure, it is P.